(1)
Computed, not measured: C14H12BrIN3PtS2 as an isolated structure in a non-equilibrium geometry, with ωB97M-V with the def2-TZVPD basis set.

Properties
Expectation value of S² ... 6.087
HOMO level (alpha / beta) ... -17.2 / -18.1 eV
E_LUMO (alpha / beta) ... -0.3669 / -0.4715 Eh
Orbital gap (alpha / beta) ... 7.24 / 5.32 eV
Spin multiplicity ... 5
Total charge ... +3

Cartesian coordinates (Å):
Pt 0.2800 0.2920 0.3381
C -4.8236 -1.8581 -1.0060
S -4.2418 -0.1801 -1.0901
C -2.5292 -0.3122 -0.9004
S -1.6540 1.2037 -0.7544
N -1.9368 -1.4721 -0.9647
N -0.6555 -1.4866 -0.7092
C 0.1593 -2.3021 -1.2976
C 1.5568 -2.1731 -0.9748
C 2.5146 -3.0740 -1.4257
C 3.8411 -2.8777 -1.0660
C 4.1684 -1.8119 -0.2477
C 3.1573 -0.9361 0.1485
N 1.8955 -1.0984 -0.2204
H -5.7139 -1.9172 -1.6348
H -5.1300 -2.0702 0.0229
H -4.0611 -2.5639 -1.3266
H -0.1884 -3.0115 -2.0447
H 2.2231 -3.9161 -2.0399
H 4.6077 -3.5496 -1.4291
H 5.1843 -1.6480 0.0823
H 3.3873 -0.0797 0.7645
Br 0.3289 4.8911 4.4347
C 1.9730 4.1204 4.0804
C 3.1102 4.6701 4.7243
C 4.3486 4.1336 4.5023
C 4.4852 3.0322 3.6431
C 3.3643 2.4738 2.9904
C 2.1270 3.0073 3.1976
I 0.3985 2.2115 2.2223
H 2.9881 5.5129 5.3932
H 5.2169 4.5553 4.9906
H 5.4646 2.6010 3.4762
H 3.5052 1.6286 2.3339

The net atomic charges from Mulliken, expressed in e, are: 0.6785, -0.7474, 0.2879, 0.5699, -0.2363, -0.4949, -0.1670, -0.3120, 0.7159, -0.6947, -0.3420, -0.6425, 0.5061, -0.2364, 0.4064, 0.3543, 0.2986, 0.4765, 0.4018, 0.4790, 0.3941, 0.0576, 0.1065, 0.1363, -0.3720, -0.6366, -0.4686, 0.2918, 0.2141, 0.5550, 0.4402, 0.4476, 0.4309, 0.1014

***

(2)
Computed, not measured: C21H15Cl3HfNO2S4 as an isolated structure, with ωB97M-V with the def2-TZVPD basis set.

Properties
ΔE to the lowest compared entry with this formula, charge and spin ... 0.1241 eV
HOMO level ... -10.9 eV
E_LUMO ... -0.1309 Eh
Orbital gap ... 7.32 eV
Spin multiplicity ... 1
Total charge ... +1

Cartesian coordinates (Å):
Hf -1.3483 -0.6092 0.6306
S 1.0332 -1.4357 0.5649
C 1.4267 -2.0250 -1.0494
C 2.7502 -2.3607 -1.3343
C 3.0894 -2.9225 -2.5535
C 2.1177 -3.1817 -3.5133
C 0.7991 -2.8594 -3.2458
C 0.4698 -2.2701 -2.0305
S -1.2108 -1.8024 -1.7441
C -1.3109 -0.2919 -2.7385
C -0.6856 0.9481 -2.1549
C -0.3594 1.9615 -3.0434
C 0.1969 3.1331 -2.5685
C 0.4709 3.2361 -1.2162
C 0.1584 2.1773 -0.3847
C 0.6221 2.1971 1.0432
S -0.5882 1.4088 2.1417
C 0.4893 0.5540 3.2843
C 1.6130 1.1564 3.8200
C 2.4121 0.4214 4.6849
C 2.0713 -0.8846 5.0049
C 0.9300 -1.4726 4.4785
C 0.1198 -0.7551 3.6106
S -1.4099 -1.3809 2.9815
N -0.4618 1.0688 -0.8331
H 3.5092 -2.1872 -0.5832
H 4.1224 -3.1759 -2.7515
H 2.3842 -3.6407 -4.4548
H 0.0226 -3.0675 -3.9718
H -2.3670 -0.1245 -2.9384
H -0.8199 -0.5285 -3.6815
H -0.5523 1.8217 -4.0982
H 0.4362 3.9444 -3.2424
H 0.9421 4.1176 -0.8053
H 0.8212 3.2151 1.3688
H 1.5369 1.6031 1.1162
H 1.8683 2.1806 3.5802
H 3.2955 0.8735 5.1137
H 2.6999 -1.4519 5.6780
H 0.6635 -2.4889 4.7344
Cl -4.4957 2.6938 0.0727
C -5.0814 1.0126 0.1229
Cl -6.1430 0.7787 1.4864
Cl -5.8905 0.5965 -1.3897
C -3.8174 0.1515 0.2369
O -3.5395 -0.4600 1.2889
O -2.9908 0.1252 -0.7174

The net atomic charges from Mulliken, expressed in e, are: 0.1597, -0.1356, 0.8665, -0.7278, -0.6058, -0.6568, -0.5247, 0.2036, -0.2343, -1.2917, 0.8833, -0.9480, -0.5936, -1.0680, 0.6167, -0.7442, -0.0351, 0.8234, -0.4990, -0.6470, -0.6445, -0.6148, 0.4561, -0.3730, 0.4650, 0.4603, 0.3830, 0.4012, 0.4942, 0.4417, 0.7060, 0.5238, 0.4480, 0.4900, 0.5456, 0.5106, 0.4086, 0.4133, 0.3875, 0.4679, -0.1169, 0.7003, -0.0856, -0.1119, 0.3436, -0.5769, -0.3649

***

Look up the total charge of the second one.
+1

***

What did the first record say?
Computed, not measured: C14H12BrIN3PtS2 as an isolated structure in a non-equilibrium geometry, with ωB97M-V with the def2-TZVPD basis set.

Properties
Expectation value of S² ... 6.087
HOMO level (alpha / beta) ... -17.2 / -18.1 eV
E_LUMO (alpha / beta) ... -0.3669 / -0.4715 Eh
Orbital gap (alpha / beta) ... 7.24 / 5.32 eV
Spin multiplicity ... 5
Total charge ... +3

Cartesian coordinates (Å):
Pt 0.2800 0.2920 0.3381
C -4.8236 -1.8581 -1.0060
S -4.2418 -0.1801 -1.0901
C -2.5292 -0.3122 -0.9004
S -1.6540 1.2037 -0.7544
N -1.9368 -1.4721 -0.9647
N -0.6555 -1.4866 -0.7092
C 0.1593 -2.3021 -1.2976
C 1.5568 -2.1731 -0.9748
C 2.5146 -3.0740 -1.4257
C 3.8411 -2.8777 -1.0660
C 4.1684 -1.8119 -0.2477
C 3.1573 -0.9361 0.1485
N 1.8955 -1.0984 -0.2204
H -5.7139 -1.9172 -1.6348
H -5.1300 -2.0702 0.0229
H -4.0611 -2.5639 -1.3266
H -0.1884 -3.0115 -2.0447
H 2.2231 -3.9161 -2.0399
H 4.6077 -3.5496 -1.4291
H 5.1843 -1.6480 0.0823
H 3.3873 -0.0797 0.7645
Br 0.3289 4.8911 4.4347
C 1.9730 4.1204 4.0804
C 3.1102 4.6701 4.7243
C 4.3486 4.1336 4.5023
C 4.4852 3.0322 3.6431
C 3.3643 2.4738 2.9904
C 2.1270 3.0073 3.1976
I 0.3985 2.2115 2.2223
H 2.9881 5.5129 5.3932
H 5.2169 4.5553 4.9906
H 5.4646 2.6010 3.4762
H 3.5052 1.6286 2.3339

The net atomic charges from Mulliken, expressed in e, are: 0.6785, -0.7474, 0.2879, 0.5699, -0.2363, -0.4949, -0.1670, -0.3120, 0.7159, -0.6947, -0.3420, -0.6425, 0.5061, -0.2364, 0.4064, 0.3543, 0.2986, 0.4765, 0.4018, 0.4790, 0.3941, 0.0576, 0.1065, 0.1363, -0.3720, -0.6366, -0.4686, 0.2918, 0.2141, 0.5550, 0.4402, 0.4476, 0.4309, 0.1014